(1)
ORCA calculation (ωB97M-V/def2-TZVPD) on a molecular structure, C37H44BaIN6O4S2Si.

Geometry as XYZ:
```
96
Properties=species:S:1:pos:R:3:mulliken_charge:R:1
Ba -0.53 -0.51 -1.61 1.15
C -3.76 -6.55 -1.50 -1.16
C -3.08 -5.25 -1.82 0.97
C -3.67 -4.30 -2.64 -1.00
C -2.96 -3.13 -2.84 -0.21
N -1.77 -2.93 -2.30 0.08
C -1.25 -3.91 -1.52 0.31
S 0.31 -3.59 -0.82 -0.59
N -1.89 -5.06 -1.26 -0.57
H -4.68 -6.67 -2.06 0.33
H -3.99 -6.59 -0.43 0.27
H -3.08 -7.38 -1.71 0.30
H -4.64 -4.46 -3.09 0.31
H -3.34 -2.32 -3.45 0.46
C -0.59 2.14 4.64 -0.62
C 0.65 1.25 4.67 -0.47
C 1.25 1.07 3.29 -0.32
N 0.39 0.30 2.40 2.76
C 0.37 -1.02 2.36 -1.02
S 1.38 -2.05 3.21 -0.40
N -0.59 -1.53 1.49 1.00
C -1.92 -1.14 1.40 -0.43
O -2.54 -1.35 0.37 -0.56
C -2.58 -0.58 2.62 0.34
C -2.26 -1.06 3.89 0.10
C -2.96 -0.59 4.99 -0.74
C -3.95 0.37 4.82 -0.42
C -4.26 0.85 3.56 -0.66
C -3.58 0.36 2.45 -0.46
H -1.02 2.26 5.63 0.42
H -1.36 1.70 3.99 -0.31
H -0.35 3.13 4.24 0.35
H 0.41 0.27 5.09 0.26
H 1.41 1.70 5.32 0.46
H 2.22 0.56 3.35 -0.38
H 1.40 2.04 2.82 0.22
H -0.14 0.81 1.67 -1.08
H -0.36 -2.36 0.90 -0.19
H -1.48 -1.80 4.01 0.54
H -2.72 -0.96 5.98 0.43
H -4.48 0.75 5.69 0.38
H -5.02 1.60 3.43 0.39
H -3.81 0.71 1.45 0.60
C 4.93 -0.73 2.78 -1.10
N 4.66 -0.94 1.36 -0.25
N 3.76 -0.02 0.81 1.15
C 2.88 -0.68 -0.05 0.24
O 2.01 -0.12 -0.71 -0.65
C 3.24 -2.07 0.03 -0.89
C 4.24 -2.18 0.93 0.51
C 4.83 -3.42 1.51 -1.64
C 4.18 1.32 0.65 -0.26
C 5.54 1.62 0.70 -0.25
C 5.96 2.93 0.57 -0.70
C 5.04 3.95 0.37 -0.68
C 3.69 3.64 0.31 -0.34
C 3.25 2.33 0.46 0.31
H 5.30 0.28 2.93 0.43
H 5.71 -1.42 3.09 0.44
H 4.03 -0.89 3.38 0.10
H 2.75 -2.86 -0.51 0.47
H 4.54 -4.27 0.91 0.42
H 4.46 -3.57 2.52 0.27
H 5.92 -3.36 1.55 0.37
H 6.26 0.82 0.82 0.50
H 7.02 3.16 0.60 0.38
H 5.37 4.97 0.27 0.39
H 2.96 4.42 0.15 0.39
H 2.19 2.10 0.40 0.06
I -2.22 0.87 -10.78 0.03
C -1.84 0.60 -8.74 0.08
C -2.91 0.58 -7.85 -0.59
C -2.65 0.40 -6.50 -0.22
C -1.35 0.24 -6.04 -0.04
C -0.30 0.27 -6.95 -0.23
C -0.54 0.45 -8.30 -0.50
C -1.08 0.04 -4.56 1.09
O -2.07 -0.01 -3.79 -0.90
O 0.12 -0.06 -4.20 -1.05
H -3.92 0.70 -8.21 0.36
H -3.46 0.38 -5.78 0.38
H 0.71 0.15 -6.57 0.41
H 0.28 0.47 -9.01 0.36
C -2.53 3.38 1.23 -1.32
Si -1.23 2.54 0.08 0.18
C 0.18 3.85 0.19 -1.50
C -1.92 2.99 -1.66 -1.24
H -2.55 4.46 1.03 0.47
H -2.31 3.24 2.29 0.18
H -3.54 3.01 1.06 0.32
H -0.22 4.86 0.04 0.60
H 0.94 3.68 -0.58 0.21
H 0.68 3.84 1.16 0.39
H -2.18 4.05 -1.71 0.36
H -2.81 2.41 -1.92 0.33
H -1.19 2.80 -2.45 0.30
```

E in eV: -94563.8791
LUMO level in eV: 2.0
HOMO level in eV: -3.84
Net charge: -1
Energy above the lowest of the compared OMol25 structures with the same formula, charge and spin in eV: 0.000
2S+1: 1


(2)
ORCA calculation (ωB97M-V/def2-TZVPD) on a molecular structure, C38H35F15GeO5SSiSr in a non-equilibrium geometry.

Geometry as XYZ:
```
97
Properties=species:S:1:pos:R:3:nbo_charge:R:1
Sr 0.76 3.01 0.61 1.76
O 2.21 6.59 1.07 -0.68
C 1.71 5.51 1.35 0.77
O 0.49 5.22 1.57 -0.83
C 2.85 4.30 1.49 -0.45
C 2.73 3.16 2.55 0.04
C 4.16 2.80 2.99 -0.42
C 4.64 2.00 1.74 -0.41
C 3.37 2.03 0.86 0.02
O 2.38 1.92 1.92 -0.57
C 3.31 3.46 0.23 -0.44
C 2.69 3.77 -1.28 0.78
O 3.42 4.46 -1.97 -0.68
O 1.56 3.28 -1.62 -0.84
H 3.69 4.90 1.82 0.25
H 2.00 3.38 3.33 0.22
H 4.77 3.66 3.22 0.20
H 4.12 2.16 3.87 0.21
H 5.50 2.45 1.25 0.20
H 4.89 0.97 1.99 0.23
H 3.24 1.22 0.15 0.26
H 4.34 3.71 0.02 0.26
C -1.69 2.45 -3.12 -0.61
C -2.13 1.44 -2.05 -0.48
C -0.97 0.43 -1.96 -0.61
C -3.37 0.71 -2.58 -0.62
Si -2.28 2.37 -0.31 0.74
C -3.28 4.04 -0.66 -0.48
C -2.29 5.06 -1.26 -0.61
C -3.75 4.65 0.67 -0.61
C -4.49 3.95 -1.60 -0.61
C -3.38 1.24 0.91 -0.47
C -4.89 1.11 0.63 -0.62
C -2.79 -0.18 0.93 -0.61
C -3.21 1.74 2.35 -0.60
H -1.41 1.91 -4.04 0.18
H -0.82 3.02 -2.79 0.23
H -2.50 3.15 -3.38 0.19
H -0.82 -0.06 -2.94 0.19
H -1.14 -0.35 -1.22 0.20
H -0.04 0.94 -1.71 0.21
H -3.16 0.31 -3.59 0.18
H -4.23 1.38 -2.67 0.20
H -3.65 -0.13 -1.95 0.19
H -1.42 5.18 -0.62 0.22
H -2.78 6.05 -1.33 0.18
H -1.95 4.78 -2.26 0.21
H -2.92 4.70 1.38 0.22
H -4.57 4.08 1.11 0.19
H -4.11 5.68 0.50 0.18
H -4.20 3.64 -2.61 0.20
H -4.96 4.95 -1.69 0.18
H -5.24 3.26 -1.23 0.20
H -5.08 0.74 -0.37 0.20
H -5.40 2.07 0.75 0.19
H -5.34 0.41 1.35 0.18
H -2.99 -0.72 0.00 0.20
H -3.24 -0.77 1.75 0.18
H -1.71 -0.16 1.09 0.22
H -3.75 2.67 2.53 0.20
H -2.15 1.92 2.58 0.20
H -3.59 0.99 3.07 0.18
F 0.24 -3.16 2.90 -0.30
C 1.16 -4.12 3.03 0.42
C 1.95 -4.47 1.95 -0.53
C 2.90 -5.45 2.17 0.40
F 3.73 -5.84 1.19 -0.32
C 3.05 -6.07 3.40 0.23
F 3.98 -7.02 3.58 -0.30
C 2.24 -5.71 4.45 0.28
F 2.37 -6.30 5.63 -0.30
C 1.29 -4.72 4.27 0.23
F 0.51 -4.37 5.30 -0.30
Ge 1.84 -3.34 0.30 1.34
S 2.27 -1.36 0.80 -0.85
C 0.04 -3.71 -0.51 -0.50
C -0.19 -3.18 -1.76 0.34
F 0.77 -2.48 -2.38 -0.30
C -1.38 -3.37 -2.44 0.30
F -1.57 -2.87 -3.66 -0.30
C -2.38 -4.12 -1.84 0.27
F -3.53 -4.32 -2.48 -0.30
C -2.17 -4.68 -0.60 0.25
F -3.13 -5.43 -0.04 -0.30
C -0.96 -4.48 0.04 0.35
F -0.78 -5.10 1.22 -0.31
C 2.90 -4.32 -1.10 -0.54
C 3.90 -3.74 -1.86 0.42
F 4.28 -2.48 -1.66 -0.29
C 4.56 -4.44 -2.86 0.23
F 5.54 -3.87 -3.57 -0.30
C 4.22 -5.75 -3.12 0.28
F 4.85 -6.43 -4.08 -0.30
C 3.22 -6.36 -2.38 0.23
F 2.90 -7.63 -2.63 -0.30
C 2.59 -5.64 -1.39 0.40
F 1.64 -6.28 -0.68 -0.32
```

E in eV: -167040.7677
LUMO level in eV: 3.6
HOMO level in eV: -1.79
Net charge: -2
2S+1: 1


(3)
ORCA calculation (ωB97M-V/def2-TZVPD) on a single C3HClFN molecule in a non-equilibrium geometry.

Geometry as XYZ:
```
7
Properties=species:S:1:pos:R:3:nbo_charge:R:1
C 0.22 -0.64 0.66 0.43
C -0.44 0.37 0.13 -0.44
C -0.13 0.82 -1.16 0.25
H -1.19 0.87 0.83 0.28
N 0.12 1.25 -2.19 -0.27
F 0.25 -0.92 1.99 -0.30
Cl 1.18 -1.74 -0.27 0.05
```

E in eV: -19855.7558
LUMO level in eV: 0.1
HOMO level in eV: -10.47
Net charge: 0
Energy above the lowest of the compared OMol25 structures with the same formula, charge and spin in eV: 0.253
2S+1: 1
SMILES string: N#C/C=C(/F)Cl


(4)
ORCA calculation (ωB97M-V/def2-TZVPD) on a molecular structure, C10H21O5Re in a non-equilibrium geometry.

Geometry as XYZ:
```
37
Properties=species:S:1:pos:R:3:mulliken_spin:R:1
Re -0.57 -0.36 -0.11 0.93
C 1.36 -2.01 0.87 0.01
C 1.77 -0.64 1.40 0.01
O 0.99 0.43 0.84 0.02
C 1.69 1.06 -0.24 0.01
C 1.89 0.13 -1.42 0.01
O 0.71 -0.65 -1.64 0.02
C -0.01 -0.21 -2.81 0.03
C -0.70 1.13 -2.54 0.00
O -1.39 0.84 -1.35 -0.03
C -1.75 1.85 -0.42 0.00
C -1.58 1.43 1.10 0.03
O -1.75 0.04 1.29 -0.03
C -1.18 -0.69 2.34 -0.01
C -0.86 -2.09 1.74 0.03
O -0.03 -2.10 0.55 0.00
H 1.64 -2.80 1.58 0.00
H 1.90 -2.25 -0.05 0.00
H 2.85 -0.48 1.27 0.00
H 1.62 -0.62 2.49 0.00
H 2.65 1.46 0.11 0.00
H 1.09 1.93 -0.53 0.00
H 2.70 -0.57 -1.21 0.00
H 2.20 0.69 -2.31 0.00
H -0.76 -0.98 -3.01 0.00
H 0.66 -0.16 -3.68 0.00
H -1.40 1.39 -3.33 0.00
H 0.01 1.94 -2.40 0.00
H -2.82 2.06 -0.59 0.00
H -1.21 2.79 -0.60 0.00
H -2.34 1.96 1.69 0.02
H -0.63 1.79 1.48 -0.02
H -1.92 -0.80 3.13 0.00
H -0.33 -0.18 2.78 -0.01
H -1.81 -2.54 1.43 0.00
H -0.43 -2.74 2.51 0.00
H -2.25 -0.06 -0.37 0.00
```

E in eV: -23036.9627
LUMO level (spin up / spin down) in eV: -13.2 / -12.9
HOMO level (spin up / spin down) in eV: -20.39 / -20.21
Net charge: +3
2S+1: 2


(5)
ORCA calculation (ωB97M-V/def2-TZVPD) on a molecular structure, C5H8Cl2 in a non-equilibrium geometry.

Geometry as XYZ:
```
15
Properties=species:S:1:pos:R:3:nbo_charge:R:1
C 0.25 0.33 1.34 -0.43
C -0.64 -0.52 -0.28 -0.04
C 0.63 0.48 -0.09 -0.04
C -0.59 -2.08 -0.02 -0.65
C 0.44 1.84 -0.76 -0.62
Cl -2.17 0.08 -0.65 0.05
Cl 2.14 -0.33 -0.68 -0.05
H -0.39 1.10 1.63 0.20
H 0.89 -0.13 2.14 0.24
H -1.19 -2.20 0.89 0.22
H 0.43 -2.42 0.12 0.24
H -1.00 -2.71 -0.85 0.22
H 1.16 2.49 -0.43 0.22
H -0.49 2.27 -0.54 0.22
H 0.53 1.81 -1.83 0.23
```

E in eV: -30356.9394
LUMO level in eV: 0.8
HOMO level in eV: -8.21
Net charge: 0
Energy above the lowest of the compared OMol25 structures with the same formula, charge and spin in eV: 2.942
2S+1: 1


(6)
ORCA calculation (ωB97M-V/def2-TZVPD) on 2 unconnected molecules or ions with the total composition C6H15N2 in a non-equilibrium geometry.

Geometry as XYZ:
```
23
Properties=species:S:1:pos:R:3:nbo_charge:R:1
C -0.36 -1.52 -1.96 -0.69
C 0.74 -0.66 -1.36 0.13
C 1.81 -1.04 -0.61 -0.35
N 0.48 0.77 -1.50 -0.71
H 0.14 -2.42 -2.47 0.27
H -1.12 -1.84 -1.25 0.25
H -0.90 -1.03 -2.81 0.24
H 2.63 -0.37 -0.36 0.23
H 1.92 -2.07 -0.30 0.25
H 1.09 1.27 -0.84 0.47
H -0.51 0.94 -1.27 0.45
H 0.64 1.18 -2.43 0.44
N -2.08 -0.14 2.21 -0.79
C -1.00 0.07 1.17 -0.27
C 1.18 1.41 1.57 -0.46
C -0.17 1.33 1.58 -0.18
H -2.63 -0.94 1.90 0.36
H -2.73 0.63 2.10 0.35
H -1.48 0.25 0.15 0.13
H -0.41 -0.91 1.18 0.22
H 1.69 2.36 1.79 0.23
H 1.83 0.54 1.52 0.21
H -0.75 2.20 1.98 0.23
```

E in eV: -9436.7238
LUMO level in eV: -3.4
HOMO level in eV: -13.13
Net charge: +1
Energy above the lowest of the compared OMol25 structures with the same formula, charge and spin in eV: 3.248
2S+1: 1